{
  "formula": "C20H44NO14P",
  "method": "the ωB97M-V functional and the def2-TZVPD basis",
  "charge": -2,
  "multiplicity": 1,
  "relative_energy_ev": 2.412,
  "e_homo_ev": 1.4036,
  "species": ["N", "H", "H", "H", "H", "P", "O", "O", "O", "O", "O", "C", "O", "C", "C", "C", "H", "H", "H", "H", "H", "H", "H", "H", "O", "C", "O", "C", "C", "C", "H", "H", "H", "H", "H", "H", "H", "H", "O", "C", "O", "C", "C", "C", "H", "H", "H", "H", "H", "H", "H", "H", "O", "C", "O", "C", "C", "C", "H", "H", "H", "H", "H", "H", "H", "H", "O", "C", "O", "C", "C", "C", "H", "H", "H", "H", "H", "H", "H", "H"],
  "positions_angstrom": [[47.9874, -39.6614, 59.1918], [47.9673, -39.9315, 58.3398], [47.3580, -38.9828, 59.2279], [48.7961, -39.4507, 59.4108], [47.6466, -40.5040, 59.6369], [45.1627, -40.3317, 57.8317], [46.3108, -41.1252, 57.2865], [45.2287, -40.4380, 59.4043], [43.8658, -40.6342, 57.2414], [45.5998, -38.9502, 57.4446], [44.4212, -35.8299, 61.8930], [44.0438, -36.6057, 61.0506], [42.8044, -36.6960, 60.5625], [41.7674, -35.9758, 61.1863], [40.4113, -36.0685, 60.4413], [45.0548, -37.3489, 60.1461], [41.8672, -35.0406, 61.3279], [41.6667, -36.3838, 62.3134], [39.9689, -37.0190, 60.8532], [40.4407, -36.0340, 59.4503], [39.8606, -35.3425, 60.8439], [46.2049, -37.4491, 60.5160], [45.0140, -37.0792, 59.1188], [44.5341, -38.1933, 60.1302], [47.0275, -41.5062, 52.9032], [47.8799, -42.3796, 52.8378], [48.5860, -42.8030, 53.9290], [48.3928, -42.2365, 55.2112], [49.7126, -42.3580, 55.9851], [48.0110, -43.3028, 51.6631], [47.4649, -42.7462, 55.5269], [48.0891, -41.0499, 54.9587], [49.9689, -43.5080, 56.1215], [49.3563, -42.1142, 56.8465], [50.5775, -41.6607, 55.5646], [48.9509, -43.6629, 51.4948], [47.6784, -42.9607, 50.8303], [47.4822, -44.1756, 52.0804], [50.8858, -38.3069, 55.2405], [50.0696, -38.5811, 56.0835], [50.3325, -39.1973, 57.3781], [51.6204, -39.4397, 57.7347], [51.7969, -40.2676, 59.0092], [48.5548, -38.5115, 55.9021], [52.0345, -38.2941, 57.7525], [51.9107, -39.9727, 56.8306], [52.8643, -40.6038, 59.1621], [51.2149, -41.2351, 58.7803], [51.2636, -39.8470, 59.7222], [48.1491, -37.8235, 56.5341], [48.0137, -39.4543, 56.2296], [48.1237, -38.2777, 54.8820], [49.4630, -36.9594, 60.6274], [49.4730, -36.4295, 61.6989], [48.9135, -35.2270, 62.0773], [47.9505, -34.6908, 61.1719], [47.5826, -33.3343, 61.8302], [50.0158, -37.1582, 62.8777], [47.1873, -35.3777, 61.0279], [48.3327, -34.1390, 60.2647], [46.8650, -33.5053, 62.6601], [46.9032, -32.6571, 61.2520], [48.5140, -32.8129, 62.2347], [50.3324, -36.4899, 63.6184], [50.9947, -37.7241, 62.4587], [49.3477, -37.7762, 63.3159], [49.2942, -42.1179, 60.5489], [48.7440, -43.2138, 60.2058], [49.2718, -44.4416, 60.3299], [50.2940, -44.5769, 61.3770], [50.7869, -46.0726, 61.4550], [47.4443, -43.2307, 59.5595], [50.0178, -44.0016, 62.0763], [50.9294, -43.8881, 61.2355], [51.5672, -46.0997, 62.0636], [50.8664, -46.3736, 60.5112], [50.1230, -46.7063, 61.8240], [46.6691, -42.6032, 59.8893], [47.2119, -44.1823, 59.4263], [47.7238, -42.9720, 58.5309]],
  "atomic_forces_ev_per_a": [[-5.6, -4.3, 3.7], [-0.7, -2.5, -8.5], [-4.3, 3.8, 0.4], [10.0, 2.8, 3.1], [-0.9, -0.1, 0.7], [1.0, 1.0, 2.4], [4.0, -3.8, -1.3], [0.2, -0.4, 1.0], [-3.9, -1.5, -1.1], [1.1, 5.0, -0.1], [-1.0, 0.4, 1.6], [3.5, 1.5, -2.5], [-0.6, -0.1, -0.1], [-2.0, -6.8, 1.7], [2.2, -4.9, 4.6], [2.0, 2.6, 2.5], [2.2, 6.9, 0.6], [-0.1, 0.6, -2.4], [0.0, 0.7, -1.2], [0.4, 0.0, -4.2], [-2.4, 3.2, 1.3], [-3.2, 0.3, -0.5], [0.0, 0.5, -1.0], [-0.8, -5.1, -0.6], [1.5, -0.8, -0.5], [-1.5, 1.0, 1.9], [0.8, -0.8, -3.3], [-1.2, 3.6, -1.9], [1.6, -2.7, -5.4], [0.4, -2.1, 6.2], [0.7, 0.7, 1.2], [0.7, -3.3, 1.3], [0.0, 2.3, -0.7], [-1.2, 2.2, 6.0], [-1.9, -1.7, 1.0], [2.9, -0.7, -0.1], [-2.8, 2.3, -5.1], [-0.3, 0.1, -0.8], [0.3, -0.3, 1.5], [-1.5, -1.4, 0.0], [-3.9, 1.3, -1.4], [2.6, 2.6, -1.1], [1.2, -3.7, -5.1], [0.2, -2.4, -1.7], [0.3, -2.9, 0.3], [1.8, -0.1, 0.2], [-1.2, 0.9, 0.2], [0.9, 1.1, 0.4], [-1.7, 2.0, 4.1], [-1.2, 2.1, 2.0], [0.6, 0.7, -0.2], [1.3, -0.2, 0.9], [-0.4, 0.9, -0.8], [-0.8, -0.3, 1.0], [0.8, -1.4, -1.1], [1.6, 4.8, -0.2], [-1.7, 0.2, 1.9], [4.9, 0.4, -2.6], [-1.5, -1.0, -0.5], [0.5, -2.3, 0.0], [0.8, -0.1, 0.2], [1.2, -0.5, -0.4], [-1.3, -0.6, -0.8], [0.6, 1.1, 1.1], [-2.4, 0.9, 1.2], [-2.2, -2.3, 0.9], [-0.6, -3.7, -0.3], [0.7, 3.8, 1.1], [0.8, -0.2, 1.0], [-2.5, -7.7, -4.8], [-2.3, 5.8, -0.1], [2.4, 1.8, -1.4], [-3.9, 2.4, 7.1], [6.6, 4.1, -3.0], [4.0, -0.3, 2.1], [1.4, -1.1, -4.0], [-3.5, -2.4, 2.1], [-1.0, 1.3, 0.4], [-1.8, -4.3, -0.2], [-0.6, 0.9, -0.3]],
  "mulliken_charge": [0.477, -0.599, 0.182, 0.592, 0.105, 0.301, -0.334, -0.898, -0.900, -0.722, -0.649, 0.570, -0.146, -0.369, -1.353, -0.625, 0.432, 0.261, 0.258, 0.402, 0.464, -0.357, 0.503, 0.459, -0.550, 0.894, -0.402, 0.023, 0.185, -1.427, 0.219, 0.078, 0.212, -0.495, 0.150, 0.392, 0.463, 0.265, -0.585, 0.854, 0.170, -0.288, -0.897, -0.715, 0.182, 0.346, 0.320, 0.135, 0.185, 0.328, -0.363, 0.270, -0.465, 0.654, -0.312, 0.437, -1.298, -1.083, -0.027, 0.174, 0.301, 0.386, 0.294, 0.426, 0.226, 0.295, -0.633, 0.823, -0.332, -1.325, -1.578, -1.017, 0.944, 0.759, 0.480, 0.422, 0.445, 0.281, 0.514, 0.205]
}